Record 1
Below is a molecular structure, C44H34F5N4O4Pt, with properties calculated with ωB97M-V/def2-TZVPD.

## Properties
Energy above the lowest of the compared OMol25 structures with the same formula, charge and spin ... 12.19 kJ/mol
HOMO energy (alpha / beta) ... -2.69 / -4.32 eV
Net charge ... -1
<S²> ... 2.016
2S+1 ... 3
Orbital gap (alpha / beta) ... 4.959 / 6.589 eV

Each line ends with the Mulliken spin population.
Positions of all 92 atoms, in Å:
1 Pt -0.1757 0.3656 0.5055  1.372
2 O -2.0057 0.7565 -0.1087  0.071
3 C -2.3484 0.6059 -1.4275  -0.022
4 C -2.3503 -0.8886 -1.8323  0.013
5 C -1.1938 -1.7494 -1.3788  0.081
6 C -1.4098 -3.1097 -1.4942  -0.036
7 C -0.4175 -4.0162 -1.1623  0.064
8 C 0.7974 -3.4933 -0.7448  -0.026
9 C 0.9764 -2.1260 -0.6455  0.090
10 C 2.3657 -1.6847 -0.2559  0.026
11 C 2.5884 -0.2975 0.4256  -0.069
12 O 1.5829 0.0512 1.2932  0.174
13 C 2.7916 0.8431 -0.5719  0.077
14 C 2.4545 0.7780 -1.9163  -0.021
15 C 2.7007 1.8623 -2.7420  0.002
16 C 3.2512 3.0246 -2.2327  -0.001
17 C 3.5603 3.1045 -0.8861  0.002
18 C 3.3399 2.0189 -0.0649  -0.006
19 C 3.8953 -0.4771 1.2019  -0.005
20 C 3.8514 -0.6024 2.5817  0.011
21 C 5.0156 -0.7906 3.3018  0.001
22 C 6.2325 -0.8643 2.6468  0.000
23 C 6.2807 -0.7381 1.2684  0.001
24 C 5.1182 -0.5426 0.5462  0.002
25 N -0.0142 -1.2378 -0.9299  0.021
26 C -1.4655 1.4813 -2.3154  0.022
27 C -0.9320 1.0908 -3.5348  -0.004
28 C -0.2408 1.9950 -4.3225  0.002
29 C -0.0544 3.2986 -3.8989  -0.002
30 C -0.5368 3.6803 -2.6586  0.000
31 C -1.2347 2.7823 -1.8773  -0.032
32 C -3.8010 1.0890 -1.5820  0.000
33 C -4.4923 1.4696 -0.4387  0.011
34 C -5.8208 1.8413 -0.5090  0.002
35 C -6.4753 1.8463 -1.7286  0.000
36 C -5.7891 1.4796 -2.8747  0.001
37 C -4.4571 1.1065 -2.8056  0.002
38 H -2.4455 -0.9731 -2.9182  0.003
39 H -3.2532 -1.3369 -1.4072  0.004
40 H -2.3610 -3.4674 -1.8609  0.000
41 H -0.5784 -5.0802 -1.2189  0.006
42 H 1.6060 -4.1598 -0.4894  0.000
43 H 3.0106 -1.7343 -1.1402  0.000
44 H 2.7305 -2.4398 0.4468  0.001
45 H 2.0087 -0.1146 -2.3333  0.009
46 H 2.4556 1.7996 -3.7924  0.000
47 H 3.4243 3.8737 -2.8792  0.000
48 H 3.9762 4.0127 -0.4740  0.000
49 H 3.5779 2.0717 0.9872  0.000
50 H 2.8871 -0.5449 3.0634  -0.002
51 H 4.9726 -0.8869 4.3766  0.000
52 H 7.1434 -1.0117 3.2096  0.000
53 H 7.2303 -0.7954 0.7550  0.000
54 H 5.1597 -0.4338 -0.5292  0.000
55 H -1.0379 0.0753 -3.8857  0.001
56 H 0.1443 1.6738 -5.2817  0.000
57 H 0.4767 4.0042 -4.5238  0.000
58 H -0.3803 4.6882 -2.3039  0.000
59 H -1.6160 3.0767 -0.9113  0.014
60 H -3.9698 1.4541 0.5060  -0.001
61 H -6.3468 2.1239 0.3923  0.000
62 H -7.5184 2.1256 -1.7879  0.000
63 H -6.2963 1.4814 -3.8304  0.000
64 H -3.9277 0.8214 -3.7045  0.000
65 C 1.3134 5.0501 2.8670  0.002
66 N 0.3875 3.9499 2.9299  0.005
67 C -0.4653 3.7994 3.9845  0.015
68 C -1.3912 2.7958 3.9725  -0.009
69 C -1.4369 1.9448 2.8462  0.011
70 N -0.5689 2.1010 1.8298  0.098
71 C 0.3502 3.0887 1.8193  -0.021
72 O 1.1101 3.2907 0.8921  0.000
73 N -2.4007 1.0225 2.6817  0.016
74 H 1.0174 5.8286 3.5665  -0.001
75 H 1.3166 5.4398 1.8492  0.000
76 H 2.3237 4.7136 3.1019  0.000
77 H -0.3783 4.5154 4.7899  0.003
78 H -2.0981 2.6767 4.7769  0.000
79 H -2.8809 0.6814 3.4983  -0.001
80 H -2.1808 0.3374 1.9625  -0.008
81 F -3.1033 -5.7625 5.1636  0.000
82 C -2.5051 -4.7480 4.4869  0.000
83 C -2.7302 -3.4229 4.8322  0.000
84 F -3.5061 -3.1306 5.9044  0.000
85 C -2.1709 -2.4010 4.0983  0.001
86 F -2.4469 -1.1291 4.5141  0.000
87 C -1.3397 -2.5741 2.9376  -0.004
88 O -0.9329 -1.6435 2.2163  0.028
89 C -1.0612 -3.9704 2.7195  0.003
90 F -0.1909 -4.3140 1.7355  0.003
91 C -1.6296 -5.0000 3.4361  0.000
92 F -1.3473 -6.2872 3.1169  0.000

***

Record 2
Below is a molecular structure, C44H34IP2RhS2Te, with properties calculated with ωB97M-V/def2-TZVPD.

## Properties
HOMO energy (alpha / beta) ... -6.64 / -7.34 eV
<S²> ... 6.032
2S+1 ... 5
Orbital gap (alpha / beta) ... 6.528 / 5.873 eV

Each line ends with the Mulliken spin population.
Positions of all 85 atoms, in Å:
1 Rh 0.7513 1.0546 0.6327  1.614
2 I -1.7592 4.4087 0.5043  0.014
3 C -1.4481 3.7324 2.4525  0.040
4 C -0.7792 4.5687 3.2849  -0.006
5 C -0.7790 4.4394 4.6739  0.013
6 C -1.6327 3.5612 5.2674  -0.016
7 C -2.3413 2.6838 4.4775  -0.002
8 C -3.2936 1.8408 5.0699  0.000
9 C -3.9747 0.9187 4.3215  0.004
10 C -3.6582 0.7894 2.9239  0.000
11 C -2.6535 1.5002 2.3281  -0.002
12 P -1.7277 0.7387 0.9508  0.102
13 C -2.8935 0.6655 -0.4537  -0.023
14 C -4.1173 1.3655 -0.3647  0.011
15 C -4.9426 1.3125 -1.4628  -0.003
16 C -4.6210 0.5479 -2.5664  0.008
17 C -3.4307 -0.1903 -2.6337  0.004
18 C -2.5832 -0.0852 -1.5682  0.019
19 C -1.7754 -1.0256 1.6046  -0.049
20 C -1.3028 -1.1411 2.9281  0.007
21 C -1.2006 -2.4118 3.4747  -0.020
22 C -1.5654 -3.5560 2.7263  0.004
23 C -2.0292 -3.4272 1.4132  -0.004
24 C -2.0730 -2.1270 0.8712  0.010
25 C -2.2016 2.6944 3.0269  0.000
26 H -0.1663 5.3373 2.8272  0.001
27 H -0.1752 5.1276 5.2961  0.000
28 H -1.7269 3.5657 6.3718  0.000
29 H -3.4051 2.0891 6.1358  0.000
30 H -4.6428 0.2288 4.8067  0.000
31 H -4.0463 -0.0981 2.4521  0.002
32 H -4.3426 2.0009 0.4621  0.003
33 H -5.8486 1.8811 -1.4160  0.000
34 H -5.3248 0.5734 -3.3889  0.000
35 H -3.1869 -0.7148 -3.4970  0.000
36 H -1.6082 -0.5278 -1.6680  0.020
37 H -1.0800 -0.1988 3.4528  0.062
38 H -0.7770 -2.5326 4.4631  -0.002
39 H -1.3532 -4.5378 3.1635  0.000
40 H -2.3492 -4.2757 0.7988  0.000
41 H -2.4822 -1.9466 -0.1100  0.003
42 Te 1.9929 3.2073 -0.0920  0.678
43 C 1.9195 3.2561 -2.1731  -0.044
44 C 0.7559 3.3959 -2.8881  0.032
45 C 1.0571 3.5279 -4.2950  -0.010
46 C 2.4005 3.4537 -4.6246  0.029
47 S 3.3037 3.1456 -3.1500  0.009
48 H -0.2084 3.4043 -2.3729  -0.002
49 H 0.3355 3.7545 -5.1057  -0.001
50 H 2.8155 3.4640 -5.6256  0.002
51 S 1.3896 1.2032 2.7253  1.310
52 C 2.6774 -4.7040 1.7404  -0.001
53 C 1.8446 -3.6628 2.2507  -0.020
54 C 1.5828 -2.5547 1.5043  0.009
55 C 1.9400 -2.4570 0.1909  -0.057
56 C 2.7172 -3.4555 -0.3662  -0.002
57 C 3.1264 -4.5143 0.4258  0.001
58 P 1.6485 -0.8145 -0.6035  0.202
59 C 0.8509 -1.1969 -2.2295  -0.014
60 C 0.6821 -0.0863 -3.0961  0.172
61 C 0.0775 -0.2356 -4.3375  0.014
62 C -0.2674 -1.4920 -4.7735  0.006
63 C -0.0607 -2.5631 -3.9239  -0.002
64 C 0.4923 -2.4294 -2.6638  0.009
65 C 3.3694 -0.5273 -1.1696  0.028
66 C 3.9078 -0.8737 -2.4524  0.000
67 C 5.2556 -0.8001 -2.6890  0.001
68 C 6.0771 -0.2048 -1.7693  0.000
69 C 5.6057 0.2871 -0.6137  -0.010
70 C 4.2652 0.0633 -0.2895  -0.043
71 H 3.0206 -5.5102 2.4195  0.000
72 H 1.3181 -3.6786 3.2180  0.000
73 H 0.8920 -1.7838 1.8977  -0.008
74 H 3.0456 -3.4734 -1.3591  0.000
75 H 3.7139 -5.2606 -0.0975  0.000
76 H 1.0519 0.8879 -2.7557  -0.099
77 H -0.0625 0.6689 -5.0049  0.001
78 H -0.7477 -1.6295 -5.7413  0.000
79 H -0.2004 -3.5835 -4.2652  0.000
80 H 0.6228 -3.3002 -2.0076  0.002
81 H 3.3289 -1.3100 -3.1680  0.001
82 H 5.6374 -1.1136 -3.6177  0.000
83 H 7.1709 -0.3108 -1.9571  0.000
84 H 6.2532 0.7163 0.1315  -0.001
85 H 3.9484 0.2604 0.7412  -0.003

***

Record 3
Below is a molecular structure, C44H35BrCl3F3InN6O5SSb, with properties calculated with ωB97M-V/def2-TZVPD.

## Properties
Energy above the lowest of the compared OMol25 structures with the same formula, charge and spin ... 45.27 kJ/mol
HOMO energy ... -12.79 eV
Net charge ... +2
2S+1 ... 1
Orbital gap ... 6.944 eV

Each line ends with the Mulliken charge.
Positions of all 100 atoms, in Å:
1 In 0.2527 -0.0091 -1.6167  2.892
2 Br -4.0030 -3.1062 -7.4598  -0.140
3 C -3.2662 -2.3095 -5.9276  -0.432
4 C -4.1114 -1.7584 -4.9531  -0.570
5 C -3.5997 -1.1664 -3.8208  -0.351
6 C -2.2159 -1.1175 -3.6171  -0.408
7 O -1.7016 -0.5786 -2.5236  -0.770
8 C -1.3649 -1.6809 -4.5879  0.300
9 C 0.0583 -1.6557 -4.4646  -0.010
10 N 0.7794 -1.2636 -3.4576  0.276
11 C 2.1865 -1.2613 -3.6672  -0.916
12 C 2.9043 -2.2433 -4.2909  -0.008
13 C 4.2902 -2.0808 -4.5214  -1.135
14 C 4.9336 -0.9389 -4.1408  -0.880
15 C 4.2224 0.0868 -3.4688  1.190
16 C 4.8040 1.3076 -3.0696  -0.694
17 C 4.0425 2.2468 -2.4304  -1.131
18 C 2.7073 1.9473 -2.1351  -0.187
19 N 2.1248 0.8185 -2.4955  -0.208
20 C 2.8553 -0.0978 -3.2016  0.427
21 C -1.9075 -2.2554 -5.7562  -1.008
22 H -5.1808 -1.7986 -5.0994  0.491
23 H -4.2583 -0.7360 -3.0792  0.411
24 H 0.6018 -2.0009 -5.3483  0.623
25 H 2.4062 -3.1440 -4.6232  0.718
26 H 4.8337 -2.8668 -5.0228  0.470
27 H 5.9867 -0.8023 -4.3407  0.470
28 H 5.8465 1.4958 -3.2894  0.497
29 H 4.4510 3.1998 -2.1303  0.506
30 H 2.1100 2.6513 -1.5731  0.814
31 H -1.2459 -2.6669 -6.5067  0.560
32 F -0.5359 2.4590 5.2963  -0.441
33 C -0.9890 1.9940 4.1118  0.019
34 C -0.6061 0.7210 3.7244  -0.186
35 C -1.0283 0.2653 2.4902  -0.771
36 C -1.8129 1.0661 1.6613  -0.070
37 C -2.2163 2.3226 2.1060  -0.482
38 C -1.8002 2.8029 3.3421  -0.711
39 Sb -2.2038 0.3638 -0.2900  1.759
40 C -3.2084 -1.4040 0.1561  0.339
41 C -4.0565 -1.4003 1.2648  -0.743
42 C -4.7359 -2.5510 1.6307  -0.762
43 C -4.5345 -3.6964 0.8827  0.168
44 F -5.1742 -4.8135 1.2345  -0.328
45 C -3.6931 -3.7340 -0.2139  -0.912
46 C -3.0316 -2.5731 -0.5804  -0.176
47 C -3.5610 1.7319 -1.0509  0.710
48 C -4.9165 1.4085 -1.0870  -0.521
49 C -5.8386 2.3213 -1.5779  -0.784
50 C -5.3782 3.5468 -2.0217  0.198
51 F -6.2602 4.4322 -2.4886  -0.314
52 C -4.0393 3.8963 -2.0001  -0.648
53 C -3.1281 2.9738 -1.5123  -0.633
54 H 0.0184 0.1239 4.3704  0.754
55 H -0.7143 -0.7245 2.1699  0.480
56 H -2.8290 2.9592 1.4800  0.551
57 H -2.0791 3.7843 3.6991  0.510
58 H -4.1827 -0.5052 1.8621  0.513
59 H -5.4007 -2.5758 2.4813  0.501
60 H -3.5754 -4.6572 -0.7604  0.523
61 H -2.3827 -2.5842 -1.4439  0.471
62 H -5.2674 0.4461 -0.7323  0.488
63 H -6.8962 2.1018 -1.6140  0.493
64 H -3.7344 4.8688 -2.3584  0.493
65 H -2.0766 3.2414 -1.4975  0.340
66 Cl 0.4110 -5.4784 0.2635  -0.048
67 C 0.8571 -4.6241 -1.2005  0.875
68 Cl 2.4713 -5.0610 -1.7584  -0.058
69 Cl -0.3390 -4.8294 -2.4850  -0.033
70 C 0.8750 -3.1766 -0.8883  -0.464
71 N 0.8776 -2.0524 -0.6750  -0.448
72 C 3.8498 -0.5436 7.5807  -1.182
73 C 2.6990 0.0238 6.7632  -0.678
74 S 3.0272 0.0325 5.0025  1.309
75 O 1.9869 -0.7205 4.3303  -0.703
76 O 4.4016 -0.3248 4.7484  -0.715
77 C 2.8434 1.7388 4.4944  -0.461
78 C 3.4097 1.9320 3.0847  -1.726
79 N 2.4010 1.8010 2.0190  0.741
80 C 2.2843 0.7543 1.1728  0.371
81 N 1.3116 0.9612 0.2799  0.883
82 C 0.8092 2.2096 0.5455  -1.386
83 C 1.4866 2.7330 1.5921  -0.530
84 N 1.2584 4.0065 2.2130  1.260
85 O 0.4507 4.7207 1.6717  -0.655
86 O 1.9003 4.2632 3.2067  -0.631
87 C 3.1395 -0.4567 1.2409  -1.785
88 H 3.6059 -0.4464 8.6367  0.415
89 H 4.7758 -0.0114 7.3849  0.319
90 H 4.0080 -1.5955 7.3584  0.345
91 H 2.4676 1.0484 7.0481  0.445
92 H 1.7876 -0.5636 6.8593  0.374
93 H 3.3823 2.3659 5.1985  0.702
94 H 1.7855 1.9847 4.5535  0.287
95 H 4.1782 1.1903 2.8777  0.724
96 H 3.8603 2.9212 2.9953  0.377
97 H -0.0010 2.6684 0.0065  0.760
98 H 4.1921 -0.2037 1.1139  0.498
99 H 2.8504 -1.1377 0.4467  0.015
100 H 3.0217 -0.9561 2.2035  0.180